The following is a quantum chemistry calculation of a structure of composition C31H38BCrN2O6Se in a non-equilibrium geometry, from the OMol25 dataset.

```
80
Properties=species:S:1:pos:R:3:lowdin_spin:R:1
Cr -9.54 -15.44 -0.76 3.6078
C -7.00 -13.78 2.06 0.0011
C -8.47 -13.35 2.04 0.0074
C -8.92 -12.37 1.12 0.0054
C -7.95 -11.52 0.29 0.0003
C -10.29 -12.13 0.96 0.0021
C -10.80 -11.46 -0.29 0.0002
C -11.20 -12.59 1.93 0.0015
C -12.69 -12.23 1.93 0.0003
C -10.73 -13.55 2.91 0.0008
C -11.71 -14.12 3.95 0.0004
C -9.37 -13.87 2.99 0.0047
C -8.86 -14.66 4.17 0.0003
H -6.44 -13.13 2.73 0.0000
H -6.59 -13.73 1.04 -0.0004
H -6.90 -14.81 2.40 0.0005
H -7.89 -11.80 -0.75 0.0001
H -6.94 -11.54 0.75 0.0000
H -8.29 -10.48 0.38 0.0001
H -10.02 -11.51 -1.04 0.0000
H -11.09 -10.40 -0.15 0.0000
H -11.67 -11.98 -0.69 0.0001
H -13.30 -13.09 1.54 0.0002
H -12.88 -11.32 1.36 0.0000
H -13.07 -11.99 2.94 0.0000
H -11.79 -13.51 4.83 0.0001
H -11.43 -15.14 4.25 0.0001
H -12.70 -14.21 3.52 0.0000
H -9.50 -15.57 4.32 0.0000
H -8.88 -14.06 5.08 0.0001
H -7.81 -14.94 4.04 0.0000
N -12.32 -14.03 -2.33 0.0044
C -12.90 -15.27 -2.05 0.0122
C -14.07 -15.63 -2.71 0.0057
C -14.88 -16.75 -2.44 0.0133
C -14.43 -17.64 -1.49 0.0050
C -13.20 -17.46 -0.86 0.0174
C -12.70 -18.44 0.06 0.0636
C -11.71 -18.09 0.95 0.0049
C -11.10 -16.83 0.78 0.1017
N -11.39 -15.95 -0.21 0.1073
C -12.43 -16.23 -1.10 0.0263
H -11.33 -14.19 -2.66 0.0008
H -12.95 -13.56 -2.99 0.0002
H -14.48 -14.94 -3.48 0.0003
H -15.89 -16.86 -2.83 0.0008
H -15.00 -18.51 -1.25 -0.0002
H -13.18 -19.41 0.12 0.0037
H -11.39 -18.73 1.75 -0.0014
H -10.39 -16.44 1.52 0.0293
C -4.70 -22.75 0.00 0.0000
C -6.21 -22.74 0.31 0.0000
C -6.75 -24.14 -0.03 0.0000
C -6.45 -22.40 1.77 0.0000
C -6.86 -21.61 -0.51 0.0005
C -7.80 -21.83 -1.52 0.0005
C -8.47 -20.79 -2.13 0.0002
C -8.25 -19.50 -1.74 -0.0067
O -8.91 -18.36 -2.07 -0.0165
B -8.43 -17.35 -1.23 -0.0820
O -7.42 -17.91 -0.43 -0.0089
C -7.28 -19.27 -0.73 -0.0062
C -6.57 -20.29 -0.14 0.0001
H -4.23 -23.29 0.83 0.0000
H -4.22 -21.79 0.09 0.0000
H -4.47 -23.15 -1.00 0.0000
H -6.16 -24.85 0.54 0.0000
H -6.67 -24.44 -1.06 0.0000
H -7.78 -24.28 0.27 0.0000
H -6.37 -23.29 2.41 0.0000
H -7.41 -21.86 1.90 0.0000
H -5.63 -21.76 2.17 0.0000
H -7.96 -22.86 -1.86 0.0000
H -9.18 -21.02 -2.93 -0.0001
H -5.91 -20.15 0.73 0.0000
O -9.73 -14.81 -2.68 0.0416
Se -7.97 -14.29 -2.66 0.0129
O -7.98 -12.60 -2.86 0.0083
O -7.65 -14.84 -1.00 0.0181
O -7.22 -15.21 -3.85 0.0094
```

Its total charge is -1. The total energy comes out at -142473.5944 eV. Its spin multiplicity is 5. For the energy above the lowest of the compared OMol25 structures with the same formula, charge and spin, the calculation gives 9.4 kcal/mol. Its strongest force on any atom is 3.30 eV Å⁻¹. For the HOMO-LUMO gap (spin up / spin down), the calculation gives 5.34 / 7.37 eV. For the LUMO energy (spin up / spin down), the calculation gives 2.11 / 2.24 eV. As for the expectation value of S²: 6.1102.

The following is a quantum chemistry calculation of a structure of composition C11H21CaN7S, from the OMol25 dataset.

```
41
Properties=species:S:1:pos:R:3:mulliken_charge:R:1
Ca 1.82 -0.27 -0.04 1.0982
C -2.12 -3.91 -0.25 -1.1606
C -0.72 -4.13 0.16 0.9051
N -0.09 -5.26 0.18 -0.7728
N 1.17 -4.94 0.60 0.2029
C 1.36 -3.64 0.81 0.2379
S 2.76 -2.83 1.29 -0.5063
N 0.13 -3.11 0.55 0.4960
N -0.13 -1.75 0.62 -0.8025
H -2.59 -4.87 -0.43 0.3543
H -2.16 -3.32 -1.17 0.2545
H -2.67 -3.37 0.52 0.3052
H 1.88 -5.65 0.68 0.1769
H -0.53 -1.49 1.51 0.2065
H -0.67 -1.41 -0.18 0.1617
C -1.42 1.82 -1.73 -1.5794
C -0.29 1.01 -2.41 1.5341
C 0.34 1.94 -3.48 -1.7301
C -0.97 -0.16 -3.16 -1.3725
N 0.68 0.56 -1.48 -0.9172
H -2.18 2.18 -2.43 0.4121
H -0.99 2.69 -1.22 0.2502
H -1.91 1.20 -0.97 0.2988
H -0.38 2.31 -4.22 0.3521
H 1.13 1.39 -4.01 0.3652
H 0.81 2.79 -2.98 0.3795
H -1.71 0.17 -3.90 0.3957
H -1.47 -0.80 -2.43 0.1254
H -0.20 -0.76 -3.66 0.3361
C 0.39 4.40 2.65 -0.8456
N 0.82 3.01 2.69 0.1522
C 1.46 2.37 3.72 -0.0904
C 1.68 1.09 3.30 -0.8545
N 1.18 0.94 2.03 -0.1758
C 0.67 2.11 1.69 -0.0157
H 0.53 4.83 3.64 0.3006
H -0.66 4.46 2.38 0.3255
H 0.98 4.96 1.93 0.3129
H 1.69 2.87 4.64 0.3954
H 2.15 0.28 3.82 0.4268
H 0.21 2.32 0.73 0.0618
```

Its total charge is 0. The total energy comes out at -51450.7302 eV. Its strongest force on any atom is 0.58 eV Å⁻¹. For the HOMO-LUMO gap, the calculation gives 5.19 eV. For the LUMO energy, the calculation gives 0.27 eV.

The following is a quantum chemistry calculation of a cluster of 10 separate species, C8H36O10 in total in a non-equilibrium geometry, from the OMol25 dataset.

```
54
Properties=species:S:1:pos:R:3:mulliken_charge:R:1
C -2.55 1.82 5.09 -1.1331
C -2.62 2.11 3.56 -0.0526
O -2.32 3.54 3.47 -0.5183
H -1.63 2.04 5.63 0.3052
H -2.82 0.79 5.36 0.3573
H -3.39 2.38 5.49 0.2884
H -3.63 1.89 3.24 0.2520
H -1.84 1.57 3.03 0.2251
H -2.44 3.85 2.57 0.2759
C 0.78 5.81 -0.67 -1.1039
C -0.06 4.58 -1.04 -0.1235
O -1.50 4.78 -0.84 -0.5407
H 0.51 6.18 0.32 0.3046
H 0.52 6.58 -1.39 0.2826
H 1.84 5.55 -0.71 0.3331
H 0.35 3.79 -0.41 0.2610
H 0.17 4.30 -2.07 0.2791
H -1.85 3.95 -1.17 0.2971
C 1.99 -2.96 3.58 -0.9660
C 2.81 -3.02 4.87 -0.2966
O 3.83 -2.13 4.82 -0.4981
H 1.15 -3.66 3.63 0.3417
H 2.61 -3.27 2.74 0.2563
H 1.67 -1.92 3.47 0.2715
H 3.16 -4.04 4.98 0.2832
H 2.15 -2.80 5.71 0.2889
H 4.24 -2.27 5.68 0.3210
C 0.19 -1.87 -5.44 -1.0371
C 0.17 -0.39 -5.83 -0.1748
O 1.52 0.09 -5.73 -0.5414
H -0.77 -2.38 -5.48 0.3560
H 0.41 -2.00 -4.38 0.2243
H 0.95 -2.39 -6.02 0.2990
H -0.46 0.12 -5.10 0.2283
H -0.27 -0.21 -6.82 0.3558
H 1.52 1.02 -5.98 0.2975
O -3.64 1.21 -1.92 -0.6076
H -3.96 0.76 -2.70 0.3033
H -3.80 0.58 -1.21 0.3199
O -0.82 -1.25 -0.37 -0.5953
H -0.22 -0.72 -0.88 0.3034
H -0.32 -2.03 -0.13 0.2940
O 1.02 -5.00 -0.50 -0.5920
H 0.28 -4.88 -1.09 0.3027
H 1.03 -5.93 -0.30 0.2973
O -4.53 -1.85 0.67 -0.6366
H -3.61 -1.78 0.41 0.3085
H -4.94 -2.33 -0.05 0.3096
O 4.20 -3.15 -1.20 -0.6309
H 3.57 -2.42 -1.25 0.3137
H 3.66 -3.93 -1.08 0.3168
O 2.45 0.23 -1.88 -0.6164
H 3.06 0.97 -1.91 0.2876
H 2.18 0.11 -2.79 0.3233
```

Its total charge is 0. The total energy comes out at -29353.0742 eV. For the energy above the lowest of the compared OMol25 structures with the same formula, charge and spin, the calculation gives 73.4 kcal/mol. Its strongest force on any atom is 3.16 eV Å⁻¹. For the HOMO-LUMO gap, the calculation gives 9.94 eV. For the LUMO energy, the calculation gives -0.12 eV.

The following is a quantum chemistry calculation of a cluster of 10 separate species, C45H119N9O13 in total in a non-equilibrium geometry, from the OMol25 dataset.

```
186
Properties=species:S:1:pos:R:3:lowdin_spin:R:1
C -0.26 -2.22 -3.77 0.0000
C -1.72 -1.86 -4.27 0.0000
C -1.66 -1.20 -5.71 0.0000
O -2.38 -3.09 -4.38 0.0000
H 0.33 -2.78 -4.50 0.0000
H -0.34 -2.82 -2.86 0.0000
H 0.38 -1.34 -3.64 0.0000
H -2.20 -1.23 -3.53 0.0000
H -2.64 -1.10 -6.20 0.0000
H -0.98 -1.79 -6.33 0.0000
H -1.37 -0.19 -5.43 0.0000
H -1.71 -3.73 -4.63 0.0000
C 6.00 -9.88 7.07 0.0006
O 6.29 -9.03 6.01 0.0019
C 5.12 -8.40 5.60 0.0097
C 5.37 -8.02 4.13 0.0693
N 4.20 -7.48 3.35 0.6672
C 3.39 -6.53 4.06 0.1000
C 2.36 -5.85 3.20 0.0029
O 1.35 -5.08 3.94 0.0025
C 0.08 -5.18 3.15 0.0001
H 5.96 -9.25 7.96 0.0001
H 6.82 -10.58 7.22 0.0000
H 5.08 -10.44 6.87 0.0004
H 5.02 -7.49 6.19 0.0002
H 4.24 -9.03 5.72 0.0022
H 5.78 -8.85 3.56 0.0077
H 6.13 -7.23 4.16 0.0422
H 4.53 -7.22 2.44 0.0194
H 3.86 -5.79 4.69 0.0429
H 2.82 -7.18 4.73 0.0299
H 1.87 -6.74 2.80 0.0009
H 2.83 -5.29 2.39 -0.0003
H -0.51 -4.28 3.34 0.0000
H -0.45 -6.13 3.21 0.0002
H 0.29 -5.07 2.09 0.0000
C -1.10 9.82 -4.14 0.0000
O -0.01 9.01 -3.92 0.0000
C -0.48 7.80 -3.40 0.0000
C 0.73 6.82 -3.25 0.0000
N 0.57 5.60 -2.53 0.0000
C -0.21 4.60 -3.28 0.0000
C 0.71 3.72 -4.09 0.0000
O 0.37 3.75 -5.44 0.0000
C 1.54 3.55 -6.31 0.0000
H -1.89 9.91 -3.40 0.0000
H -1.56 9.48 -5.07 0.0000
H -0.82 10.85 -4.34 0.0000
H -1.30 7.33 -3.95 0.0000
H -0.68 8.10 -2.37 0.0000
H 1.47 7.34 -2.65 0.0000
H 1.10 6.63 -4.26 0.0000
H 1.54 5.33 -2.50 0.0000
H -1.01 5.04 -3.87 0.0000
H -0.72 4.03 -2.51 0.0000
H 0.65 2.74 -3.61 0.0000
H 1.71 4.16 -4.12 0.0000
H 2.22 4.40 -6.33 0.0000
H 1.22 3.38 -7.34 0.0000
H 2.15 2.64 -6.28 0.0000
C -3.79 -3.38 -1.74 0.0000
O -4.08 -3.28 -0.41 0.0000
C -5.44 -3.24 0.00 0.0000
C -5.36 -3.39 1.55 0.0000
N -6.65 -3.21 2.22 0.0000
C -6.80 -3.80 3.51 0.0000
C -5.85 -3.39 4.68 0.0000
O -4.58 -3.89 4.43 0.0000
C -3.44 -3.09 4.67 0.0000
H -4.11 -2.47 -2.25 0.0000
H -4.43 -4.08 -2.28 0.0000
H -2.78 -3.66 -2.04 0.0000
H -6.00 -4.04 -0.48 0.0000
H -6.05 -2.38 -0.27 0.0000
H -4.69 -2.63 1.98 0.0000
H -4.90 -4.34 1.80 0.0000
H -7.30 -3.50 1.50 0.0000
H -6.75 -4.86 3.30 0.0000
H -7.84 -3.58 3.76 0.0000
H -6.14 -3.94 5.57 0.0000
H -5.82 -2.32 4.91 0.0000
H -3.14 -3.33 5.69 0.0000
H -3.48 -2.00 4.69 0.0000
H -2.66 -3.47 4.01 0.0000
C 3.58 1.51 3.28 0.0000
C 2.99 1.24 4.67 0.0000
C 3.87 1.83 5.76 0.0000
O 4.82 0.98 6.36 0.0000
C 5.79 0.43 5.55 0.0000
N 1.65 1.72 4.50 0.0000
H 3.78 2.56 3.05 0.0000
H 2.91 0.93 2.64 0.0000
H 4.55 1.05 3.10 0.0000
H 2.89 0.16 4.81 0.0000
H 3.31 2.07 6.67 0.0000
H 4.26 2.81 5.52 0.0000
H 6.43 1.18 5.08 0.0000
H 5.37 -0.13 4.72 0.0000
H 6.44 -0.20 6.15 0.0000
H 1.06 1.16 3.91 0.0000
H 1.44 2.70 4.39 0.0000
C -0.86 1.21 -0.91 0.0000
C 0.32 0.64 -0.25 0.0000
C 0.06 -0.47 0.82 0.0000
O -0.55 -0.01 1.99 0.0000
C -0.52 -0.90 3.12 0.0000
N 1.33 0.30 -1.30 0.0000
H -1.53 0.43 -1.25 0.0000
H -0.78 1.98 -1.68 0.0000
H -1.56 1.55 -0.14 0.0000
H 0.85 1.46 0.23 0.0000
H 0.90 -1.12 1.06 0.0000
H -0.71 -1.20 0.57 0.0000
H -0.74 -1.95 2.88 0.0000
H -1.28 -0.58 3.83 0.0000
H 0.47 -0.88 3.55 0.0000
H 2.15 -0.07 -0.84 0.0000
H 1.60 1.14 -1.78 0.0000
C 0.76 -3.80 -0.50 0.0000
C 0.68 -4.91 -1.58 0.0000
C 2.05 -5.09 -2.22 0.0000
O 2.10 -5.96 -3.33 0.0000
C 2.74 -5.44 -4.45 0.0000
N 0.34 -6.14 -0.82 0.0000
H -0.15 -3.70 0.09 0.0000
H 0.84 -2.77 -0.85 0.0000
H 1.53 -3.89 0.26 0.0000
H -0.09 -4.76 -2.33 0.0000
H 2.76 -5.29 -1.41 0.0000
H 2.32 -4.13 -2.64 0.0000
H 2.25 -4.54 -4.84 0.0000
H 2.62 -6.23 -5.19 0.0000
H 3.80 -5.25 -4.30 0.0000
H 0.12 -6.78 -1.58 0.0000
H -0.60 -5.96 -0.51 0.0000
C -4.33 6.76 3.48 0.0000
C -4.23 5.40 2.76 0.0000
C -3.06 5.28 1.68 0.0000
O -1.77 5.32 2.32 0.0000
C -0.71 5.13 1.35 0.0000
N -4.19 4.48 3.80 0.0000
H -3.57 6.90 4.25 0.0000
H -5.29 6.91 3.97 0.0000
H -4.23 7.52 2.71 0.0000
H -5.17 5.23 2.23 0.0000
H -3.26 6.14 1.04 0.0000
H -3.12 4.34 1.15 0.0000
H 0.28 5.15 1.80 0.0000
H -0.58 5.88 0.57 0.0000
H -0.75 4.16 0.88 0.0000
H -3.22 4.51 4.09 0.0000
H -4.24 3.59 3.32 0.0000
C -3.57 3.66 -5.98 0.0000
C -4.23 2.45 -5.27 0.0000
C -3.51 1.88 -4.09 0.0000
O -4.06 0.64 -3.62 0.0000
C -4.31 0.64 -2.19 0.0000
N -5.51 2.85 -4.75 0.0000
H -4.15 3.80 -6.89 0.0000
H -2.56 3.51 -6.37 0.0000
H -3.47 4.59 -5.41 0.0000
H -4.53 1.65 -5.94 0.0000
H -3.40 2.65 -3.33 0.0000
H -2.49 1.66 -4.40 0.0000
H -3.84 1.29 -1.45 0.0000
H -4.25 -0.36 -1.76 0.0000
H -5.32 1.03 -2.21 0.0000
H -5.98 3.38 -5.47 0.0000
H -5.30 3.47 -3.99 0.0000
C 5.34 3.76 -3.25 0.0000
C 4.81 3.01 -2.02 0.0000
C 3.98 3.77 -0.92 0.0000
O 4.83 4.51 -0.03 0.0000
C 4.22 5.28 0.99 0.0000
N 3.94 2.00 -2.71 0.0000
H 5.89 3.10 -3.92 0.0000
H 5.88 4.60 -2.81 0.0000
H 4.50 4.21 -3.77 0.0000
H 5.61 2.45 -1.53 0.0000
H 3.37 3.08 -0.35 0.0000
H 3.14 4.31 -1.36 0.0000
H 3.74 4.56 1.65 0.0000
H 3.52 6.00 0.56 0.0000
H 4.99 5.81 1.54 0.0000
H 3.40 2.46 -3.43 0.0000
H 4.43 1.32 -3.27 0.0000
```

Its total charge is +1. The total energy comes out at -88599.5526 eV. Its spin multiplicity is 2. For the energy above the lowest of the compared OMol25 structures with the same formula, charge and spin, the calculation gives 132.3 kcal/mol. Its strongest force on any atom is 4.28 eV Å⁻¹. For the HOMO-LUMO gap (spin up / spin down), the calculation gives 6.80 / 1.76 eV. For the LUMO energy (spin up / spin down), the calculation gives -2.94 / -7.98 eV. As for the expectation value of S²: 0.7543.

The following is a quantum chemistry calculation of an isolated molecule of C15H22O4 in a non-equilibrium geometry, from the OMol25 dataset.

```
41
Properties=species:S:1:pos:R:3:mulliken_charge:R:1
O 0.67 2.36 1.63 -0.6268
O 2.37 0.95 0.00 -0.6203
O -2.32 -0.37 0.38 -0.5894
O -0.64 -2.67 -0.08 -0.5624
C -0.20 1.60 1.58 0.5702
C 1.19 0.13 0.01 0.3615
C 0.03 0.54 0.57 0.0064
C 1.59 -1.40 -3.96 0.9050
C 1.73 -2.20 -2.82 -0.6143
C -0.98 -0.29 0.21 0.1487
C 1.00 -0.99 -0.72 -0.7885
C 1.03 -1.89 -5.27 -1.2702
C 1.96 0.07 -4.04 -1.3311
C 2.20 -1.75 -1.41 -1.0073
C -0.37 -1.40 -0.66 1.1165
C -0.61 2.01 4.66 -1.2493
C -3.11 1.45 4.10 -1.4765
C -1.52 2.01 2.30 -0.9457
C -1.62 1.40 3.69 0.6448
H 2.27 1.73 0.64 0.3802
H -2.72 -0.93 -0.32 0.3732
H 0.12 -3.29 -0.02 0.3837
H 1.47 -3.23 -2.92 0.3686
H 0.99 -1.08 -5.95 0.4161
H 1.83 -2.69 -5.68 0.2404
H 0.06 -2.43 -5.07 0.2876
H 1.02 0.62 -4.15 0.3371
H 2.40 0.51 -3.06 0.2163
H 2.58 0.34 -4.92 0.4212
H 2.45 -2.64 -0.73 0.3400
H 3.13 -1.14 -1.43 0.3681
H -0.90 -1.25 -1.68 0.1012
H 0.40 1.66 4.44 0.3067
H -0.94 1.71 5.73 0.3462
H -0.66 3.12 4.59 0.2886
H -3.83 0.93 3.43 0.3589
H -3.29 0.93 5.02 0.4364
H -3.39 2.59 4.29 0.2564
H -2.38 1.55 1.71 0.2629
H -1.61 3.08 2.34 0.5498
H -1.39 0.35 3.59 0.2892
```

Its total charge is 0. The total energy comes out at -24097.7790 eV. For the energy above the lowest of the compared OMol25 structures with the same formula, charge and spin, the calculation gives 85.0 kcal/mol. Its strongest force on any atom is 8.84 eV Å⁻¹. For the HOMO-LUMO gap, the calculation gives 7.99 eV. For the LUMO energy, the calculation gives 0.28 eV.

The following is a quantum chemistry calculation of a cluster of 3 separate species, C7H18N2 in total in a non-equilibrium geometry, from the OMol25 dataset.

```
27
Properties=species:S:1:pos:R:3:mulliken_charge:R:1
C 0.99 -0.10 2.11 -0.0861
C 0.66 1.10 -0.14 -0.6378
C 1.66 -1.26 1.81 -1.1595
C -0.05 2.36 0.29 -0.9932
N -0.26 -0.12 2.72 -0.5040
H 1.51 0.85 2.21 0.4748
H -0.81 -0.94 2.50 0.2601
H -0.79 0.73 2.64 0.2842
H 1.70 1.08 0.15 0.4831
H 0.78 1.07 -1.22 0.3282
H 0.65 -1.66 0.34 -0.0174
H 1.29 -2.21 2.17 0.3901
H 2.71 -1.21 1.56 0.3190
H -1.09 2.39 -0.06 0.2357
H 0.42 3.27 -0.10 0.3478
H -0.09 2.47 1.38 0.2257
C -0.72 -0.40 -3.02 -1.0398
N -1.30 0.05 -1.77 -0.0893
C -0.83 -0.37 -0.53 -0.2323
C -0.28 -1.72 -0.37 -0.9710
H -2.03 0.75 -1.77 0.2955
H -1.48 -0.03 0.27 0.4483
H -0.97 -1.44 -3.22 0.3144
H 0.36 -0.31 -3.00 0.3201
H -1.11 0.22 -3.83 0.3241
H 0.04 -2.19 -1.30 0.4237
H -0.95 -2.38 0.18 0.2556
```

Its total charge is 0. The total energy comes out at -10527.0931 eV. For the energy above the lowest of the compared OMol25 structures with the same formula, charge and spin, the calculation gives 104.2 kcal/mol. Its strongest force on any atom is 2.81 eV Å⁻¹. For the HOMO-LUMO gap, the calculation gives 8.16 eV. For the LUMO energy, the calculation gives 0.94 eV.